Entry from the OMol25 dataset: C27H23F3MnNO5S2 as an isolated structure (ωB97M-V with the def2-TZVPD basis set).

## Properties
⟨S²⟩: 0.785
E_HOMO (alpha / beta), eV: -4.10 / -3.52
Kohn-Sham gap (alpha / beta), eV: 6.7 / 6.1

```
! RIJCOSX wB97M-V def2-TZVPD def2/J DEFGRID3
* xyz -1 2
Mn -1.61073 1.05004 -1.22372
C -1.21946 -1.29428 5.24389
O -1.12609 0.11376 5.31788
C -1.15656 0.79576 4.13972
C -1.05935 2.20214 4.25472
C -1.07347 2.95196 3.11560
C -1.18112 2.39627 1.81856
C -1.10293 3.25389 0.66276
C -0.89148 4.74383 0.84794
O -1.17374 2.86888 -0.51208
C -1.29871 0.96976 1.70367
O -1.38482 0.33738 0.60290
C -1.26901 0.20128 2.91244
H -1.17865 -1.65725 6.26817
H -0.38848 -1.72090 4.67479
H -2.16011 -1.60557 4.78271
H -0.98026 2.64836 5.23637
H -0.99719 4.02705 3.21407
H 0.02994 4.96333 1.38928
H -1.72123 5.18256 1.40457
H -0.85139 5.19383 -0.14066
H -1.38067 -0.86653 2.78643
O -1.59599 -0.80136 -1.88583
N -1.40074 -0.99988 -3.18151
C -1.36119 -2.28798 -3.59516
C -1.13842 -2.60718 -4.90365
C -0.94458 -1.57024 -5.82530
C -0.98288 -0.27332 -5.38858
C -1.21230 0.04900 -4.03496
S -1.25259 1.64592 -3.43062
H -1.48576 -2.99904 -2.79335
H -1.11021 -3.64610 -5.19778
H -0.76434 -1.78873 -6.87010
H -0.83470 0.55595 -6.06585
O 0.56200 -3.21719 -1.22128
S 0.49863 -2.04745 -0.29478
C 1.82092 -2.31278 0.90820
C 1.84427 -1.57024 2.07967
C 2.84544 -1.80553 3.01159
C 3.80110 -2.78535 2.77586
C 3.75496 -3.53596 1.60718
C 2.75913 -3.30231 0.66935
C 1.33153 -0.69419 -1.15607
C 1.48323 0.55640 -0.56790
C 2.04562 1.58446 -1.30610
C 2.44604 1.36689 -2.61831
C 2.29247 0.11477 -3.19181
C 1.72955 -0.92436 -2.46080
H 1.08122 -0.82324 2.26934
H 2.87230 -1.22738 3.92695
H 4.57829 -2.97072 3.50680
H 4.49446 -4.30670 1.42867
H 2.68592 -3.87798 -0.24520
H 1.14775 0.73478 0.44515
H 2.13719 2.56865 -0.86494
H 2.85086 2.18373 -3.20166
H 2.58762 -0.05280 -4.22019
H 1.57401 -1.90625 -2.89037
F -3.93713 2.78328 -1.20589
C -3.55283 1.46678 -0.97330
F -4.38221 0.74798 -1.81800
F -4.09312 1.22015 0.28048
*
```